Entry 1:
{
  "formula": "C10H9Cl2F6FeN2SSb",
  "method": "ωB97M-V with the def2-TZVPD basis set",
  "species": ["Fe", "Cl", "C", "C", "C", "C", "C", "Cl", "C", "S", "H", "H", "H", "F", "Sb", "F", "F", "F", "F", "F", "C", "N", "C", "C", "N", "C", "H", "H", "H", "H", "H", "H"],
  "xyz": [[0.631419, -0.717699, 0.530038], [-1.135637, 0.676601, 1.314173], [-0.670412, 1.126391, 2.930336], [-1.632566, 1.440168, 3.862925], [-1.232563, 1.772659, 5.150730], [0.108596, 1.786148, 5.489633], [1.065399, 1.481278, 4.533947], [2.734196, 1.499054, 4.920359], [0.690175, 1.145301, 3.234669], [1.902859, 0.774073, 2.057089], [-2.680776, 1.416907, 3.596774], [-1.976799, 2.020385, 5.893861], [0.429341, 2.034437, 6.491798], [-0.923624, -2.310364, 0.445573], [0.175408, -3.664826, 1.421022], [0.626764, -1.985355, 2.400768], [1.532192, -2.776776, 0.292090], [1.475884, -4.678832, 2.266609], [-0.289694, -4.897405, 0.112287], [-1.214203, -3.916504, 2.630715], [4.402342, 0.579556, -3.307873], [3.246947, -0.040960, -2.676046], [2.698121, -1.255681, -3.007568], [1.651761, -1.453253, -2.164771], [1.552059, -0.360714, -1.330758], [2.535529, 0.466036, -1.665986], [4.803170, -0.097433, -4.055496], [5.175206, 0.776004, -2.567633], [4.118075, 1.514257, -3.786642], [3.094593, -1.877632, -3.790280], [0.967155, -2.281068, -2.108335], [2.720866, 1.429471, -1.219874]],
  "forces_ev_per_angstrom": [[0.7196, -0.7356, 0.9494], [-0.3919, 0.0863, -0.3979], [-0.5090, -0.1372, 0.1969], [-0.2031, -0.2013, -0.7196], [0.2117, 0.0392, 0.1164], [0.3361, 0.0494, 0.1292], [0.2935, 0.2921, 0.7539], [-0.1118, 0.0876, 0.3253], [0.9044, -0.4593, -1.3800], [-0.5315, -0.5116, -0.3254], [0.0266, 0.0017, -0.0105], [-0.0216, -0.0127, 0.0125], [-0.0262, -0.0054, -0.0091], [0.6993, 0.0354, -0.0378], [-0.0331, 1.4864, -0.2536], [-0.4104, -0.0740, -0.4510], [-0.2675, 0.0511, 0.1609], [-0.2019, 0.1135, -0.0467], [0.1261, 0.0835, 0.2649], [0.2402, -0.1911, -0.2373], [0.1489, 0.1733, -0.0170], [-0.0187, -0.0643, -0.0673], [-0.0946, -0.1310, 0.0291], [0.0003, 0.2286, -0.2270], [-0.6144, -0.0877, 1.1305], [-0.3448, -0.0530, 0.1439], [-0.0473, -0.0220, -0.0083], [-0.0211, -0.0281, 0.0135], [-0.0283, -0.0346, -0.0279], [0.0367, 0.0674, -0.0261], [0.0538, -0.0067, 0.0037], [0.0800, -0.0401, 0.0124]],
  "nbo_charge": [1.225, 0.123, -0.009, -0.214, -0.100, -0.219, 0.009, 0.108, -0.286, 0.231, 0.256, 0.250, 0.258, -0.692, 3.153, -0.693, -0.684, -0.628, -0.631, -0.632, -0.409, -0.303, -0.059, -0.074, -0.578, 0.205, 0.235, 0.226, 0.227, 0.243, 0.244, 0.221],
  "charge": 1,
  "fmax_ha_per_bohr": 0.033,
  "de_lowest_kcal_mol": 12.4,
  "gap_ev": [8.66, 6.03],
  "e_tot_ev": -106601.8637,
  "multiplicity": 2,
  "homo_ev": [-12.75, -12.75]
}

---

Entry 2:
{
  "formula": "C10H9Cl7MgNO8P2Se",
  "method": "ωB97M-V with the def2-TZVPD basis set",
  "species": ["Mg", "Cl", "C", "C", "Cl", "C", "Cl", "C", "O", "C", "Cl", "C", "Cl", "C", "C", "O", "P", "O", "O", "O", "P", "O", "O", "O", "H", "H", "H", "H", "H", "H", "H", "Se", "C", "N", "Cl", "C", "Cl", "H", "H"],
  "xyz": [[-1.491724, -0.369642, 0.278697], [3.530292, -0.060940, 5.319786], [2.621987, -0.326862, 3.862487], [1.209392, -0.327380, 3.928843], [0.351084, -0.129518, 5.404428], [0.486052, -0.477882, 2.738843], [-1.273124, -0.506089, 2.835200], [1.136107, -0.730765, 1.481696], [0.451669, -0.986066, 0.403242], [2.588175, -0.715449, 1.458127], [3.374284, -1.038654, -0.042479], [3.310557, -0.481823, 2.638118], [5.055409, -0.472977, 2.546253], [0.853445, 2.861145, -2.680510], [-0.283145, 2.097653, -2.001377], [-1.524164, 2.659763, -2.507778], [-0.293667, 0.297079, -2.540589], [-0.201254, 0.317729, -4.122715], [1.160884, -0.236705, -2.221445], [-1.400242, -0.463107, -1.893976], [-0.204864, 2.389194, -0.075229], [-0.425587, 3.971369, 0.178041], [1.110876, 1.906073, 0.390163], [-1.472485, 1.592253, 0.323704], [0.827346, 2.657270, -3.753548], [1.849761, 2.583887, -2.325190], [0.694221, 3.913907, -2.524135], [-2.196659, 2.369791, -1.857991], [-1.045608, 0.200820, -4.595608], [1.163179, -0.507185, -1.252520], [0.429865, 4.340091, 0.505759], [-3.738489, -1.601132, 0.432940], [-4.603662, -0.026619, 0.059684], [-5.282261, 0.942155, -0.151196], [-0.656240, -3.557865, 0.044894], [-1.446245, -5.181795, 0.047076], [-1.053394, -6.181992, -1.361171], [-2.523062, -5.008938, 0.095571], [-1.088693, -5.710802, 0.933913]],
  "forces_ev_per_angstrom": [[0.0334, 0.0049, -0.8583], [-0.0594, -0.0627, -0.1214], [-0.1154, 0.2493, 0.0811], [0.7235, 0.0034, -1.2356], [0.3098, 0.0315, 0.1353], [0.7935, -0.4273, 0.0141], [0.8209, -0.0944, -0.2530], [0.3282, 0.0743, 0.2406], [-0.1682, 0.4229, 0.2884], [-1.1587, 0.0860, 1.0267], [-0.1755, 0.1022, 0.2535], [-0.7211, -0.3466, -0.4219], [-0.6453, 0.0691, 0.3141], [0.0388, -0.6986, -0.3795], [-0.0424, 0.7188, 0.3923], [0.0442, -0.6223, 0.6960], [1.2010, 1.2687, 1.3659], [-0.8738, -0.2614, -0.4441], [-0.5776, -0.2668, 0.6374], [0.0520, 0.0939, -0.0618], [-0.9987, -2.2200, -1.6697], [0.7459, -0.1798, 0.1836], [0.2676, 0.5228, 0.3320], [0.9048, 1.1403, 0.0635], [0.0014, 0.1741, -0.0354], [-0.2844, -0.0999, 0.1964], [-0.0644, 0.4830, 0.0751], [0.0936, 0.2215, -0.4204], [0.3898, 0.1490, 0.4274], [0.2040, 0.0770, -0.4915], [-0.8867, -0.4371, -0.3611], [-0.0451, 0.0815, 0.0184], [-2.9649, 3.5357, -0.7290], [2.7849, -3.6581, 0.7313], [-0.1509, -0.9698, -0.1040], [0.0968, 0.5720, 0.4976], [-0.0433, 0.2039, 0.0414], [0.2620, -0.1222, -0.1602], [-0.1206, 0.1810, -0.2653]],
  "nbo_charge": [1.724, 0.012, -0.134, -0.058, 0.048, -0.164, 0.010, 0.465, -0.931, -0.153, 0.043, -0.044, 0.027, -0.647, -0.442, -0.749, 2.366, -0.983, -1.019, -1.176, 2.354, -0.986, -1.152, -1.281, 0.212, 0.239, 0.220, 0.496, 0.523, 0.549, 0.511, -0.453, 0.018, -0.449, -0.013, -0.391, -0.037, 0.228, 0.217],
  "charge": -1,
  "fmax_ha_per_bohr": 0.091,
  "de_lowest_kcal_mol": 0.0,
  "gap_ev": 7.91,
  "e_tot_ev": -205424.7435,
  "homo_ev": -5.60
}

---

Entry 3:
{
  "formula": "C10H9ClNO2P",
  "method": "ωB97M-V with the def2-TZVPD basis set",
  "species": ["C", "C", "C", "C", "C", "C", "C", "C", "C", "C", "N", "O", "O", "P", "Cl", "H", "H", "H", "H", "H", "H", "H", "H", "H"],
  "xyz": [[-2.713642, -1.744295, 1.421474], [-3.943945, -1.689545, 0.796776], [-1.855563, -0.703515, 1.394375], [-4.241183, -0.613158, 0.005773], [-2.196725, 0.491990, 0.736591], [-3.415354, 0.594652, 0.018919], [0.186848, 1.536814, 1.819857], [1.409224, 1.800695, 2.061472], [1.929222, 1.134174, -0.870589], [3.145111, 1.846467, -1.232942], [0.789601, 1.615279, -1.280124], [2.574391, 1.855363, 2.212043], [-0.363721, 1.225980, -0.845373], [-1.090208, 1.913606, 0.777580], [-3.779255, 2.076351, -0.838069], [-2.395874, -2.513476, 2.128896], [-4.656367, -2.466733, 1.089315], [-0.861086, -0.674921, 2.012780], [-5.033406, -0.601730, -0.622465], [1.823478, 0.553454, 0.027773], [3.043585, 2.580964, -2.192730], [3.999529, 1.271448, -1.542379], [3.510876, 2.350955, -0.389753], [0.689111, 2.360524, -1.930982]],
  "forces_ev_per_angstrom": [[0.4070, -0.9145, 1.6470], [0.0743, -0.5491, 0.6232], [2.2134, 2.0274, 0.6621], [2.5248, 2.8731, 0.8348], [-0.7687, -0.1579, -0.3510], [0.8827, -2.7462, 0.9222], [-0.0770, 0.0352, -0.0314], [-1.4555, -0.7131, -0.6842], [-1.6554, 1.8819, 0.1846], [0.5229, 1.2659, -3.9673], [1.1263, -0.8921, 0.7544], [1.1946, 0.4822, 0.4417], [-1.1558, -1.0037, -0.1848], [1.0111, 1.0716, 0.4361], [-0.3494, -0.8307, 0.0861], [-0.6215, -0.3510, -0.4886], [0.0470, 0.1694, -0.9097], [-1.9707, -0.2154, -1.3420], [-2.7730, 0.0408, -1.5219], [0.1279, -0.9180, -0.0605], [-0.2216, -1.4482, 2.5197], [0.0903, -0.9848, -0.0106], [0.2368, 1.1237, 1.3581], [0.5895, 0.7534, -0.9179]],
  "nbo_charge": [-0.216, -0.197, -0.176, -0.219, -0.424, -0.001, -0.983, 0.590, 0.162, -0.688, -0.069, -0.602, -0.566, 1.058, 0.022, 0.216, 0.226, 0.253, 0.213, 0.263, 0.219, 0.253, 0.274, 0.393],
  "charge": 0,
  "fmax_ha_per_bohr": 0.082,
  "de_lowest_kcal_mol": 94.3,
  "gap_ev": 6.81,
  "e_tot_ev": -37907.1648,
  "homo_ev": -7.36
}

---

Question: Number 1 is which compound?
Answer: C10H9Cl2F6FeN2SSb

---

Please write out number 3 again, unchanged.
{
  "formula": "C10H9ClNO2P",
  "method": "ωB97M-V with the def2-TZVPD basis set",
  "species": ["C", "C", "C", "C", "C", "C", "C", "C", "C", "C", "N", "O", "O", "P", "Cl", "H", "H", "H", "H", "H", "H", "H", "H", "H"],
  "xyz": [[-2.713642, -1.744295, 1.421474], [-3.943945, -1.689545, 0.796776], [-1.855563, -0.703515, 1.394375], [-4.241183, -0.613158, 0.005773], [-2.196725, 0.491990, 0.736591], [-3.415354, 0.594652, 0.018919], [0.186848, 1.536814, 1.819857], [1.409224, 1.800695, 2.061472], [1.929222, 1.134174, -0.870589], [3.145111, 1.846467, -1.232942], [0.789601, 1.615279, -1.280124], [2.574391, 1.855363, 2.212043], [-0.363721, 1.225980, -0.845373], [-1.090208, 1.913606, 0.777580], [-3.779255, 2.076351, -0.838069], [-2.395874, -2.513476, 2.128896], [-4.656367, -2.466733, 1.089315], [-0.861086, -0.674921, 2.012780], [-5.033406, -0.601730, -0.622465], [1.823478, 0.553454, 0.027773], [3.043585, 2.580964, -2.192730], [3.999529, 1.271448, -1.542379], [3.510876, 2.350955, -0.389753], [0.689111, 2.360524, -1.930982]],
  "forces_ev_per_angstrom": [[0.4070, -0.9145, 1.6470], [0.0743, -0.5491, 0.6232], [2.2134, 2.0274, 0.6621], [2.5248, 2.8731, 0.8348], [-0.7687, -0.1579, -0.3510], [0.8827, -2.7462, 0.9222], [-0.0770, 0.0352, -0.0314], [-1.4555, -0.7131, -0.6842], [-1.6554, 1.8819, 0.1846], [0.5229, 1.2659, -3.9673], [1.1263, -0.8921, 0.7544], [1.1946, 0.4822, 0.4417], [-1.1558, -1.0037, -0.1848], [1.0111, 1.0716, 0.4361], [-0.3494, -0.8307, 0.0861], [-0.6215, -0.3510, -0.4886], [0.0470, 0.1694, -0.9097], [-1.9707, -0.2154, -1.3420], [-2.7730, 0.0408, -1.5219], [0.1279, -0.9180, -0.0605], [-0.2216, -1.4482, 2.5197], [0.0903, -0.9848, -0.0106], [0.2368, 1.1237, 1.3581], [0.5895, 0.7534, -0.9179]],
  "nbo_charge": [-0.216, -0.197, -0.176, -0.219, -0.424, -0.001, -0.983, 0.590, 0.162, -0.688, -0.069, -0.602, -0.566, 1.058, 0.022, 0.216, 0.226, 0.253, 0.213, 0.263, 0.219, 0.253, 0.274, 0.393],
  "charge": 0,
  "fmax_ha_per_bohr": 0.082,
  "de_lowest_kcal_mol": 94.3,
  "gap_ev": 6.81,
  "e_tot_ev": -37907.1648,
  "homo_ev": -7.36
}